C33H39FN4OsP2 | ωB97M-V/def2-TZVPD

Geometry (Å):
Os: -3.1954 -1.0444 1.3403
C: -1.9885 -1.9670 2.9851
C: -1.7462 -0.5718 2.8543
C: -0.5404 -0.0401 2.1173
C: -0.3524 -0.6481 0.7217
C: -1.5984 -1.2057 0.0472
C: -2.1411 -2.5139 0.2679
C: -1.4470 -3.5675 1.1042
C: -1.0857 -3.0694 2.4994
C: -4.7463 -0.8205 0.1426
H: -2.6312 -2.2938 3.8116
H: -2.1175 0.0410 3.6852
H: 0.3686 -0.1979 2.7124
H: -0.6470 1.0500 2.0308
H: -0.0236 0.1728 0.0658
H: 0.4712 -1.3805 0.7176
H: -1.8265 -0.7504 -0.9260
H: -2.7754 -2.9004 -0.5355
H: -0.5396 -3.9347 0.6024
H: -2.1161 -4.4353 1.2194
H: -1.2408 -3.9122 3.1861
H: -0.0258 -2.7947 2.5883
H: -5.5408 -1.5452 0.3583
H: -4.5099 -0.8513 -0.9230
H: -5.1702 0.1633 0.3939
P: 0.9035 0.5275 -2.5839
P: 2.0406 2.0582 0.2446
N: 1.3659 -0.9529 -3.3178
N: 0.7679 1.3550 -4.2433
N: 3.4068 0.9149 0.7698
N: 2.6724 3.6498 0.9272
C: 2.6401 1.0506 -2.2537
C: 2.7703 2.3488 -1.4378
C: 0.3989 -1.8880 -3.7265
C: 1.0068 -2.7838 -4.5920
C: 2.3750 -2.3742 -4.7591
C: 2.5691 -1.2489 -3.9763
C: -0.3568 2.0974 -4.6000
C: -0.0768 2.8353 -5.7459
C: 1.2888 2.5642 -6.0928
C: 1.7566 1.6109 -5.1901
C: 3.2215 -0.3603 1.3328
C: 4.4555 -0.9945 1.4917
C: 5.4515 -0.1007 0.9785
C: 4.7798 1.0365 0.5271
C: 3.9279 4.0853 1.3543
C: 3.8748 5.4420 1.6836
C: 2.5448 5.8842 1.3969
C: 1.8469 4.7843 0.9060
H: 3.2047 1.1848 -3.1930
H: 3.0775 0.2256 -1.6626
H: 3.8358 2.6184 -1.3224
H: 2.2723 3.1965 -1.9449
H: -0.6107 -1.8307 -3.3317
H: 0.5293 -3.6286 -5.0665
H: 3.1353 -2.8097 -5.3912
H: 3.4617 -0.6627 -3.8067
H: -1.2443 2.0478 -3.9879
H: -0.7599 3.4928 -6.2686
H: 1.8591 3.0375 -6.8783
H: 2.7067 1.1032 -5.1446
H: 2.2264 -0.7188 1.5695
H: 4.6303 -1.9703 1.9478
H: 6.5264 -0.2548 0.9564
H: 5.1774 1.8951 0.0054
H: 4.7595 3.4033 1.3762
H: 4.6836 6.0500 2.0673
H: 2.1522 6.8831 1.5302
H: 0.8433 4.6990 0.5230
F: -6.5929 -2.4625 6.3447
C: -6.0802 -2.1182 5.1171
C: -5.8054 -3.1373 4.2137
C: -5.1239 -2.8034 3.0409
C: -4.7177 -1.4920 2.8261
C: -5.0824 -0.4789 3.6925
C: -5.7810 -0.7863 4.8625
H: -6.0677 -4.1720 4.4163
H: -4.8453 -3.5574 2.3078
H: -4.7900 0.5404 3.4603
H: -6.0458 -0.0178 5.5799

Calculated values
E_tot ... -64553.8184 eV
ΔE to the lowest compared entry with this formula, charge and spin ... 0.234 eV
Net charge ... +2
2S+1 ... 5
Orbital gap (spin up / spin down) ... 6.30 / 2.83 eV
Expectation value of S² ... 6.04
LUMO energy (spin up / spin down) ... -5.79 / -9.25 eV
HOMO energy (spin up / spin down) ... -12.09 / -12.09 eV

Atomic partial charges in e from the Löwdin method, atoms 1 to 6:
1 Os 1.5141
2 C -0.2189
3 C -0.2831
4 C -0.2078
5 C -0.2258
6 C -0.2815